{"formula": "C23H18ClF5FeN4O3S2", "method": "wB97M-V/def2-TZVPD", "e_homo_ev": [-9.755, -9.756], "spin_multiplicity": 6, "total_charge": 1, "lumo_energy_ev": [-3.5459, -6.0661], "largest_force_ha_per_bohr": 0.0420, "symbols": ["Fe", "C", "C", "N", "N", "C", "N", "S", "C", "C", "C", "C", "C", "N", "H", "H", "H", "H", "H", "H", "H", "H", "H", "H", "F", "C", "C", "F", "C", "F", "C", "S", "C", "F", "C", "F", "C", "C", "C", "C", "Cl", "C", "C", "C", "O", "C", "C", "O", "O", "H", "H", "H", "H", "H", "H", "H", "H"], "positions_angstrom": [[-0.0833, -0.1274, 1.1878], [-3.9216, -2.1054, -0.4874], [-2.5808, -1.7674, 0.0863], [-2.3287, -0.7451, 0.8016], [-3.2796, 0.1619, 1.0817], [-2.9739, 1.2576, 1.8084], [-3.9386, 2.1582, 1.9714], [-1.4710, 1.4967, 2.5269], [-1.4192, -2.6498, -0.1637], [-1.5392, -3.9107, -0.7360], [-0.3998, -4.6758, -0.9324], [0.8347, -4.1631, -0.5738], [0.8727, -2.8963, -0.0151], [-0.2206, -2.1685, 0.1931], [-4.5126, -1.2178, -0.7068], [-4.4778, -2.7292, 0.2172], [-3.8145, -2.6476, -1.4217], [-4.1791, 0.1033, 0.6269], [-4.8590, 2.0693, 1.5729], [-3.7337, 2.9746, 2.5221], [-2.5029, -4.3053, -1.0195], [-0.4788, -5.6632, -1.3668], [1.7455, -4.7254, -0.7201], [1.8129, -2.4387, 0.2707], [4.9105, -1.7764, 5.6558], [3.7099, -1.7946, 5.1450], [3.4564, -1.1171, 3.9538], [4.4232, -0.4630, 3.3395], [2.1874, -1.1454, 3.4349], [1.9535, -0.4805, 2.2908], [1.1266, -1.8327, 4.0382], [-0.4408, -1.8546, 3.3623], [1.4233, -2.5106, 5.2374], [0.4759, -3.1804, 5.8540], [2.6888, -2.4896, 5.7865], [2.9396, -3.1260, 6.9129], [3.4305, 2.8941, -3.1997], [2.0756, 3.5370, -3.2161], [1.9217, 4.9089, -3.3015], [0.6594, 5.4897, -3.2956], [0.5022, 7.2064, -3.4008], [-0.4696, 4.6980, -3.1967], [-0.3354, 3.3204, -3.1133], [0.9258, 2.7364, -3.1330], [1.1455, 1.3979, -3.0711], [0.0337, 0.5465, -2.9856], [-0.6767, 0.6221, -1.6151], [-1.9019, 0.5371, -1.5796], [0.1149, 0.7579, -0.6116], [4.2154, 3.6418, -3.2940], [3.5291, 2.1718, -4.0116], [3.5742, 2.3433, -2.2677], [2.7965, 5.5425, -3.3744], [-1.4497, 5.1542, -3.1836], [-1.2247, 2.7109, -3.0172], [0.4288, -0.4647, -3.0967], [-0.7010, 0.7338, -3.7699]], "atomic_forces_ev_per_a": [[-1.75, -0.01, -1.26], [0.08, 0.00, 0.07], [-0.34, 0.08, -0.03], [0.70, -0.15, 0.27], [-0.43, 0.16, 0.06], [0.21, -0.11, -0.11], [-0.07, -0.01, 0.04], [0.57, 0.05, 0.20], [0.27, -0.19, -0.08], [-0.04, 0.10, 0.05], [0.07, -0.02, -0.01], [-0.06, 0.01, -0.01], [-0.03, -0.09, -0.05], [0.43, 0.31, 0.24], [0.04, 0.00, -0.05], [-0.04, 0.00, -0.05], [-0.02, 0.00, -0.03], [0.02, -0.01, -0.10], [0.02, -0.04, -0.02], [-0.01, 0.04, -0.02], [-0.04, 0.03, 0.02], [-0.01, 0.01, 0.00], [0.00, 0.02, -0.01], [0.00, -0.04, 0.00], [0.29, 0.00, 0.13], [-0.33, -0.07, -0.04], [-0.18, 0.06, -0.19], [0.16, 0.07, -0.02], [0.07, -0.01, 0.12], [0.17, 0.22, -0.29], [-0.44, -0.13, -0.01], [0.42, 0.28, -0.02], [0.11, 0.04, 0.00], [-0.10, -0.08, 0.10], [-0.06, 0.03, -0.07], [0.06, -0.07, 0.13], [-0.03, -0.06, 0.00], [-0.11, -0.15, -0.01], [-0.03, 0.08, 0.00], [-0.08, -0.42, 0.04], [-0.01, 0.25, -0.02], [0.10, 0.26, -0.02], [0.05, -0.33, 0.05], [-0.11, 0.60, 0.02], [0.28, -0.37, -0.10], [-0.17, 0.15, 0.44], [-0.26, 0.08, -0.67], [0.24, -0.10, 0.12], [0.31, -0.50, 1.30], [0.01, -0.01, 0.00], [0.02, 0.02, 0.00], [0.05, 0.01, -0.02], [0.00, -0.01, 0.01], [0.00, 0.00, 0.00], [0.00, 0.06, -0.04], [-0.03, -0.02, -0.03], [0.03, 0.02, -0.03]], "lowdin_spin": [3.731, 0.002, 0.006, 0.030, 0.004, 0.011, 0.006, 0.053, 0.007, 0.001, 0.000, 0.001, 0.005, 0.040, 0.000, 0.000, 0.000, 0.001, 0.001, 0.001, 0.000, 0.000, 0.000, 0.000, 0.038, 0.104, -0.004, -0.008, 0.067, 0.031, 0.073, 0.618, 0.080, 0.024, -0.013, -0.012, 0.000, 0.000, 0.000, 0.000, 0.000, 0.000, 0.000, 0.000, 0.000, 0.003, 0.011, 0.007, 0.081, 0.000, 0.000, 0.000, 0.000, 0.000, 0.000, 0.000, 0.000]}

---

{"formula": "C23H18ClMnN5O2S2", "method": "wB97M-V/def2-TZVPD", "e_homo_ev": [-7.722, -7.298], "spin_multiplicity": 2, "total_charge": 0, "lumo_energy_ev": [-0.0517, -0.0507], "largest_force_ha_per_bohr": 0.0213, "symbols": ["Mn", "S", "C", "C", "C", "C", "C", "C", "N", "C", "C", "C", "C", "C", "C", "C", "H", "H", "H", "H", "H", "H", "H", "H", "C", "C", "N", "N", "C", "S", "N", "N", "H", "H", "H", "H", "H", "H", "Cl", "C", "C", "C", "C", "C", "C", "C", "O", "O", "H", "H", "H", "H"], "positions_angstrom": [[-0.9013, -0.3255, -0.5013], [3.5318, -0.4515, -1.1230], [3.1289, 1.2360, -1.0684], [3.9809, 2.3353, -1.0677], [3.4154, 3.5917, -0.9670], [2.0276, 3.7508, -0.8690], [1.1816, 2.6604, -0.8746], [1.7434, 1.3900, -0.9770], [1.0466, 0.1867, -0.9477], [1.8533, -0.8382, -0.9855], [1.3044, -2.1816, -0.7949], [2.0831, -3.3329, -0.8597], [1.4960, -4.5593, -0.5900], [0.1470, -4.6091, -0.2551], [-0.6092, -3.4413, -0.1987], [-0.0653, -2.1830, -0.4699], [5.0536, 2.2102, -1.1300], [4.0563, 4.4632, -0.9540], [1.6127, 4.7456, -0.7757], [0.1101, 2.7731, -0.7711], [3.1374, -3.2809, -1.1106], [2.0829, -5.4671, -0.6333], [-0.3138, -5.5640, -0.0309], [-1.6558, -3.5363, 0.0860], [-5.9709, -1.2878, -0.2352], [-5.2061, -0.2165, -0.9152], [-5.6745, 0.9274, -1.3009], [-4.5993, 1.5692, -1.8563], [-3.4643, 0.8634, -1.8103], [-1.9200, 1.2243, -2.3486], [-3.8638, -0.2956, -1.2142], [-2.9329, -1.2966, -0.9218], [-6.9991, -0.9565, -0.1196], [-5.5625, -1.4939, 0.7556], [-5.9582, -2.2105, -0.8167], [-4.6880, 2.5107, -2.1975], [-3.2548, -1.8532, -0.1390], [-2.7928, -1.8899, -1.7359], [5.1728, 0.4759, 2.9450], [3.4696, 0.7545, 2.6941], [2.9990, 2.0557, 2.6262], [1.6503, 2.2663, 2.3887], [0.7882, 1.1938, 2.1897], [1.2789, -0.1014, 2.2870], [2.6217, -0.3299, 2.5485], [-0.6529, 1.4884, 1.8575], [-1.1506, 2.5323, 2.2378], [-1.2920, 0.6195, 1.1147], [3.6818, 2.8851, 2.7491], [1.2493, 3.2694, 2.3327], [0.6110, -0.9395, 2.1391], [3.0124, -1.3367, 2.6150]], "atomic_forces_ev_per_a": [[-0.22, -0.33, -1.02], [0.02, 0.02, 0.02], [0.05, 0.08, -0.02], [0.00, 0.01, 0.00], [-0.03, -0.01, 0.01], [0.01, -0.01, -0.03], [0.03, 0.03, -0.01], [-0.05, -0.18, -0.05], [0.04, 0.15, 0.64], [-0.09, -0.10, -0.04], [0.11, 0.13, -0.02], [-0.03, -0.05, 0.01], [-0.05, 0.05, -0.01], [0.01, 0.01, -0.01], [0.03, -0.04, -0.06], [0.01, 0.28, 0.15], [0.00, 0.00, 0.00], [0.00, 0.01, 0.00], [-0.01, 0.01, 0.00], [-0.02, -0.01, 0.00], [-0.01, 0.01, 0.00], [0.00, 0.00, 0.00], [0.01, 0.00, 0.00], [0.00, -0.02, 0.02], [0.00, 0.01, 0.01], [-0.04, 0.07, -0.08], [0.11, -0.07, 0.03], [-0.01, -0.04, 0.01], [-0.02, 0.01, 0.05], [0.11, -0.04, 0.04], [0.01, -0.05, 0.03], [0.11, 0.38, 0.36], [0.00, 0.00, -0.01], [0.01, 0.01, 0.00], [0.00, 0.00, 0.00], [-0.01, -0.01, -0.01], [-0.02, 0.04, 0.06], [-0.01, -0.07, 0.04], [-0.04, 0.01, 0.00], [0.05, -0.01, -0.02], [-0.04, 0.01, -0.02], [0.04, 0.00, 0.03], [-0.02, -0.09, 0.08], [-0.01, -0.02, -0.08], [0.02, -0.04, -0.05], [-0.17, 0.07, -0.40], [-0.02, -0.01, 0.06], [0.18, -0.16, 0.32], [0.00, 0.00, 0.00], [0.00, -0.01, 0.01], [-0.03, -0.02, -0.03], [0.00, 0.01, 0.01]], "lowdin_spin": [0.952, -0.002, 0.001, 0.000, 0.001, 0.000, 0.001, -0.001, -0.002, -0.005, 0.008, -0.003, 0.012, -0.004, 0.007, -0.011, 0.000, 0.000, 0.000, 0.000, 0.000, 0.001, -0.001, 0.000, 0.000, 0.000, 0.000, 0.002, 0.004, 0.014, 0.000, -0.002, 0.000, 0.000, 0.000, 0.000, 0.000, 0.000, 0.000, 0.000, 0.000, 0.000, 0.000, 0.001, 0.000, 0.005, 0.010, 0.011, 0.000, 0.000, 0.000, 0.000]}

---

{"formula": "C23H18CoIN2O7S3", "method": "wB97M-V/def2-TZVPD", "e_homo_ev": -2.310, "total_charge": -2, "lumo_energy_ev": 3.3583, "largest_force_ha_per_bohr": 0.0022, "symbols": ["Co", "C", "C", "N", "N", "C", "S", "S", "C", "C", "C", "C", "C", "C", "C", "C", "C", "C", "C", "C", "C", "O", "H", "H", "H", "H", "H", "H", "H", "H", "H", "H", "H", "H", "H", "H", "I", "C", "C", "C", "C", "C", "C", "C", "O", "O", "H", "H", "H", "H", "O", "S", "O", "O", "O"], "positions_angstrom": [[-0.2728, -0.6455, -0.7476], [1.7323, 2.4260, 1.4480], [1.4746, 1.1882, 0.6320], [0.2631, 0.8713, 0.3132], [-0.7389, 1.7453, 0.7548], [-1.9146, 1.2156, 0.6954], [-2.3228, -0.3612, 0.1762], [-3.3256, 2.1830, 1.1494], [-2.6073, 3.7702, 1.6558], [-2.3229, 3.8737, 3.1267], [-1.0328, 3.6904, 3.6114], [-0.7665, 3.7771, 4.9704], [-1.7912, 4.0420, 5.8674], [-3.0843, 4.2245, 5.3938], [-3.3449, 4.1418, 4.0343], [2.6136, 0.3702, 0.2308], [3.8368, 0.5103, 0.9110], [4.9699, -0.1750, 0.5414], [4.9045, -1.0217, -0.5778], [3.7320, -1.1919, -1.2599], [2.5255, -0.5481, -0.8567], [1.4566, -0.8119, -1.5055], [1.0145, 3.1952, 1.1777], [2.7420, 2.7932, 1.2862], [1.6044, 2.1985, 2.5111], [-3.3424, 4.5200, 1.3578], [-1.7038, 3.9107, 1.0655], [-0.2443, 3.4530, 2.9119], [0.2417, 3.6178, 5.3309], [-1.5843, 4.0925, 6.9294], [-3.8930, 4.4265, 6.0864], [-4.3574, 4.2744, 3.6682], [3.8833, 1.1568, 1.7787], [5.8882, -0.0658, 1.1046], [5.7894, -1.5645, -0.8944], [3.6547, -1.8654, -2.1034], [1.4454, 1.1060, 6.8802], [1.3365, 0.0963, 5.0369], [2.4495, -0.6173, 4.6132], [2.3643, -1.3452, 3.4369], [1.1947, -1.3528, 2.6840], [0.1053, -0.6069, 3.1141], [0.1638, 0.1204, 4.3009], [1.1288, -2.2303, 1.4299], [1.9428, -3.1487, 1.3655], [0.1841, -1.9860, 0.6131], [3.3602, -0.6138, 5.1978], [3.2009, -1.9289, 3.0750], [-0.7996, -0.6141, 2.5169], [-0.6936, 0.6902, 4.6375], [-0.5172, -0.9588, -4.2889], [-1.2860, -0.8195, -3.0730], [-0.7968, 0.3896, -2.2400], [-0.9387, -1.8992, -2.0435], [-2.7152, -0.7422, -3.2909]], "atomic_forces_ev_per_a": [[0.06, -0.03, -0.04], [0.01, -0.01, -0.02], [-0.04, -0.01, 0.00], [0.00, 0.04, 0.05], [0.03, 0.00, 0.00], [0.02, -0.05, -0.05], [0.02, 0.02, 0.02], [-0.01, 0.00, 0.01], [-0.02, 0.01, 0.01], [0.00, 0.00, 0.00], [-0.01, 0.00, 0.01], [0.00, 0.00, 0.00], [0.00, -0.01, 0.00], [0.00, 0.00, 0.00], [0.00, 0.01, 0.00], [-0.03, 0.03, 0.01], [0.03, -0.01, -0.02], [-0.01, 0.01, 0.01], [-0.02, -0.01, -0.02], [0.06, 0.00, -0.01], [-0.04, 0.02, -0.02], [0.02, -0.09, 0.07], [-0.01, 0.01, 0.00], [-0.01, 0.00, 0.00], [0.00, 0.00, 0.01], [0.01, 0.00, 0.01], [0.01, 0.00, 0.00], [0.01, 0.00, -0.01], [0.00, 0.00, 0.00], [0.00, 0.00, 0.00], [0.00, 0.00, 0.00], [0.00, 0.00, 0.00], [0.00, 0.00, 0.00], [0.00, 0.00, 0.00], [0.00, 0.00, 0.00], [0.00, 0.00, 0.00], [-0.01, 0.01, -0.01], [0.03, -0.02, 0.01], [-0.01, 0.00, -0.01], [-0.01, 0.01, 0.00], [0.04, 0.00, 0.00], [-0.01, -0.01, 0.01], [-0.02, 0.01, 0.00], [-0.06, -0.02, 0.02], [0.02, 0.02, 0.00], [0.02, 0.02, -0.06], [0.00, 0.00, 0.00], [0.00, 0.00, 0.01], [-0.01, 0.01, -0.02], [0.01, -0.01, -0.01], [0.03, 0.00, 0.02], [-0.07, 0.02, 0.02], [-0.01, 0.02, -0.01], [-0.01, 0.00, 0.02], [0.01, 0.00, -0.02]], "lowdin_charge": [0.358, -0.023, -0.224, -0.015, -0.031, -1.069, 0.760, 0.885, -0.441, -0.289, -0.036, -0.108, -0.109, -0.103, -0.063, -0.106, -0.078, -0.129, -0.112, -0.005, -0.324, -0.057, 0.062, 0.071, 0.082, 0.069, 0.069, 0.078, 0.057, 0.092, 0.092, 0.108, 0.097, 0.078, 0.088, 0.115, 0.792, -0.728, -0.168, -0.028, -0.117, -0.014, -0.147, -0.594, 0.033, -0.087, 0.079, 0.116, 0.085, 0.091, -0.340, 0.322, -0.395, -0.382, -0.356]}